Record 1
2 unconnected molecules or ions with the total composition C3H12NS in a non-equilibrium geometry, computed with the ωB97M-V functional and the def2-TZVPD basis.

relative energy (zero: lowest compared OMol25 entry of this formula, charge and spin): 29.0 kcal per mole
HOMO-LUMO gap: 0.3251 Eh
max |F|: 1.63 eV/Å
calculated total energy: -15623.3278 eV
HOMO energy: -12.462 eV

Geometry as ORCA input:
```
! wB97M-V def2-TZVPD RIJCOSX def2/J DEFGRID3
* xyz 1 1
C -1.691 2.442 0.439
N -1.707 0.998 -0.076
H -1.403 2.532 1.499
H -0.862 2.911 -0.064
H -2.761 2.676 0.398
H -2.432 0.449 0.385
H -0.729 0.679 -0.044
H -1.925 0.935 -1.074
C 1.031 -0.676 0.981
S 0.765 -0.923 -0.876
C 1.977 -2.258 -1.297
H 1.578 -1.554 1.325
H 0.012 -0.823 1.370
H 1.458 0.275 1.330
H 1.910 -2.567 -2.353
H 3.063 -2.028 -1.306
H 1.716 -3.067 -0.636
*
```

***

Record 2
3 unconnected molecules or ions with the total composition C3H12O2S in a non-equilibrium geometry, computed with the ωB97M-V functional and the def2-TZVPD basis.

relative energy (zero: lowest compared OMol25 entry of this formula, charge and spin): 49.1 kcal per mole
HOMO-LUMO gap: 0.3362 Eh
SMILES string: CCSC.O.O
max |F|: 6.11 eV/Å
calculated total energy: -18233.9549 eV
HOMO energy: -8.373 eV

Geometry as ORCA input:
```
! wB97M-V def2-TZVPD RIJCOSX def2/J DEFGRID3
* xyz 0 1
C 0.595 0.052 -1.144
C 0.356 0.979 0.082
S -0.702 2.486 0.089
C -1.327 2.764 -1.641
H -0.280 -0.690 -1.065
H 1.521 -0.441 -1.329
H 0.338 0.674 -2.064
H 1.398 1.338 0.557
H -0.259 0.513 0.964
H -1.015 2.108 -2.273
H -2.382 2.756 -1.712
H -0.986 3.744 -1.969
O -0.766 -5.090 1.360
H -1.431 -4.855 0.642
H -0.776 -6.063 1.394
O 1.745 -0.441 2.819
H 2.647 -0.114 2.828
H 1.325 0.280 2.462
*
```

***

Record 3
3 unconnected molecules or ions with the total composition C3H12O2S2 in a non-equilibrium geometry, computed with the ωB97M-V functional and the def2-TZVPD basis.

relative energy (zero: lowest compared OMol25 entry of this formula, charge and spin): 17.5 kcal per mole
HOMO-LUMO gap: 0.3465 Eh
SMILES string: CCSSC.O.O
max |F|: 2.32 eV/Å
calculated total energy: -29070.9127 eV
HOMO energy: -8.820 eV

Geometry as ORCA input:
```
! wB97M-V def2-TZVPD RIJCOSX def2/J DEFGRID3
* xyz 0 1
C -0.333 2.191 1.246
C 0.185 1.890 -0.147
S -1.152 0.990 -1.100
S -0.249 0.230 -2.764
C 0.621 -1.284 -2.165
H -1.097 2.977 1.128
H -0.835 1.227 1.683
H 0.501 2.492 1.895
H 1.099 1.252 -0.159
H 0.353 2.857 -0.775
H -0.017 -2.162 -2.329
H 0.969 -1.253 -1.190
H 1.529 -1.471 -2.731
O -1.492 -1.787 0.781
H -2.188 -1.817 1.414
H -1.310 -0.894 0.374
O 1.364 -1.674 1.275
H 0.466 -1.442 1.599
H 1.586 -2.323 1.964
*
```